{"formula": "C20H36Cl2N2O3PTb", "method": "ωB97M-V/def2-TZVPD", "species": ["O", "C", "C", "C", "H", "C", "H", "C", "H", "C", "H", "C", "H", "H", "C", "C", "H", "H", "H", "C", "C", "H", "H", "H", "H", "Tb", "Cl", "Cl", "H", "H", "C", "C", "N", "H", "C", "O", "H", "H", "H", "H", "H", "H", "C", "C", "N", "H", "C", "O", "H", "H", "H", "H", "C", "P", "C", "C", "H", "H", "H", "H", "H", "H", "H", "H", "H"], "positions_angstrom": [[-0.104230, 0.525507, -1.193485], [1.062023, 0.897418, -1.686747], [1.247500, 0.092455, -2.974117], [0.599598, -1.124087, -3.155666], [-0.057947, -1.512550, -2.369564], [0.822308, -1.839683, -4.338463], [0.322971, -2.801984, -4.469657], [1.660641, -1.322920, -5.323508], [1.830635, -1.876744, -6.246437], [2.287202, -0.076411, -5.122345], [2.935429, 0.338785, -5.892037], [2.073940, 0.630655, -3.944844], [2.560687, 1.596606, -3.763848], [0.921664, 1.949372, -1.920096], [2.245505, 1.934191, 0.314831], [2.315573, 0.869611, -0.766939], [3.242676, 2.118989, 0.721330], [1.609710, 1.621407, 1.183719], [1.766591, 2.814685, -0.094142], [3.213990, -0.143292, -0.862953], [4.399190, -0.393587, 0.077083], [3.071080, -0.932816, -1.664922], [5.307697, -0.337705, -0.494279], [4.338036, -1.400089, 0.525046], [4.415250, 0.353675, 0.883486], [-0.275859, -0.575018, 0.858440], [-0.178561, -2.891344, -0.259950], [2.244175, -0.736995, 1.493170], [-3.801741, -0.985161, -3.485777], [-4.396925, -2.712168, -1.466767], [-2.832387, -0.961150, -2.961825], [-3.410879, -2.453136, -1.047040], [-3.034029, -1.125074, -1.529519], [-2.321204, -0.000289, -3.152336], [-2.762920, -0.127654, -0.702082], [-2.464201, -0.311091, 0.494229], [-3.432792, -2.446870, 0.049521], [-2.858597, 0.902942, -1.098254], [-2.203451, -1.794261, -3.323994], [-2.653695, -3.168394, -1.404285], [-1.204426, 3.789147, 3.887513], [-2.837655, 4.796587, 1.938788], [-0.483342, 3.793584, 3.055547], [-2.037818, 4.532253, 1.230189], [-1.200903, 3.527483, 1.804897], [0.292785, 3.044211, 3.212238], [-1.022086, 2.359894, 1.181558], [-0.367865, 1.500697, 1.805883], [-2.478135, 4.144704, 0.294379], [-1.443567, 2.257844, 0.143061], [-0.041900, 4.798641, 2.967334], [-1.434482, 5.428199, 1.016334], [0.546648, -1.265859, 4.591301], [-0.301510, -1.796980, 3.115328], [0.259896, -3.488536, 2.884495], [-2.065872, -1.339064, 3.438959], [1.603743, -1.376216, 4.390411], [0.215319, -1.910309, 5.407137], [0.304359, -0.233860, 4.762675], [0.191041, -3.993819, 3.825526], [-0.308745, -3.995346, 2.117751], [1.316299, -3.471221, 2.544094], [-2.347504, -1.778552, 4.376860], [-2.160642, -0.239351, 3.489052], [-2.698286, -1.679954, 2.633711]], "forces_ev_per_a": [[-3.13, -1.38, 3.92], [1.98, 0.24, -1.81], [0.39, 0.79, 0.45], [0.14, -0.07, -0.33], [0.46, 0.22, -0.45], [-0.10, 0.15, 0.21], [0.20, 0.20, -0.08], [0.19, 0.40, 0.11], [-0.02, 0.14, 0.20], [-0.18, -0.33, -0.20], [-0.11, -0.13, 0.08], [0.24, -0.34, -0.65], [-0.17, -0.41, -0.10], [0.59, 0.79, -0.81], [0.02, -0.92, 0.41], [-0.04, -0.99, -0.78], [-0.17, 0.37, -0.06], [0.89, 0.27, -0.98], [0.23, 0.57, -0.18], [-0.09, 0.43, -0.62], [-0.45, 0.33, -0.61], [0.14, 1.15, 0.95], [0.67, 0.09, -0.36], [0.12, 0.54, -0.33], [0.23, -0.39, -0.33], [2.18, 0.90, -3.68], [-0.31, -0.59, -0.14], [-1.53, -1.43, 2.92], [0.31, -0.04, 0.06], [0.29, 0.14, 0.18], [-0.39, 0.24, -0.39], [0.44, -0.16, -0.22], [-0.13, 0.39, 0.09], [-0.16, -0.59, 0.06], [-0.24, -0.25, -0.55], [-1.34, 0.48, 0.29], [-0.01, -0.09, -0.45], [0.43, -0.57, -0.14], [-0.20, 0.51, 0.17], [-0.34, 0.12, 0.34], [0.33, -0.01, -0.13], [0.14, 0.00, -0.32], [-0.50, 0.56, -0.12], [-0.24, 0.72, -0.22], [0.34, -0.79, -0.59], [-0.22, 0.19, -0.07], [0.27, 0.73, 1.25], [-0.88, -0.17, -0.66], [0.16, 0.30, 0.46], [0.46, -0.16, 0.94], [-0.09, -0.33, 0.15], [-0.35, -0.13, -0.04], [-0.24, -0.61, 0.18], [0.46, 0.58, 0.49], [-0.17, -0.48, 0.23], [0.40, -0.70, 0.40], [0.28, 0.04, 0.11], [0.23, 0.22, 0.33], [-0.01, 0.49, 0.31], [0.05, -0.73, 0.58], [-0.14, -0.13, -0.06], [-0.64, 0.40, 0.20], [-0.72, -0.08, 0.52], [0.36, -0.45, 0.01], [-0.30, -0.22, -0.14]], "orbital_gap_ha": [0.252, 0.252], "s2": 12.670, "fmax_ha_per_bohr": 0.101, "spin_multiplicity": 7, "e_lumo_ev": [-0.012, -0.011]}

{"formula": "C20H36ClN6O2", "method": "ωB97M-V/def2-TZVPD", "species": ["C", "C", "N", "C", "C", "N", "C", "C", "H", "H", "H", "H", "H", "H", "H", "H", "H", "H", "H", "C", "C", "N", "C", "C", "N", "C", "C", "H", "H", "H", "H", "H", "H", "H", "H", "H", "H", "H", "C", "C", "N", "C", "C", "N", "C", "C", "H", "H", "H", "H", "H", "H", "H", "H", "H", "H", "H", "C", "C", "O", "O", "H", "H", "H", "Cl"], "positions_angstrom": [[-3.882177, -2.537702, -1.841582], [-2.652602, -1.562572, -1.943521], [-2.910564, -0.294007, -2.489846], [-4.108951, 0.267077, -2.954956], [-3.824996, 1.553769, -3.416197], [-2.509163, 1.857882, -3.206813], [-2.001155, 0.691445, -2.667672], [-1.813147, 3.052312, -3.653765], [-3.366881, -3.400961, -1.420443], [-4.288336, -2.869596, -2.797080], [-4.685447, -2.078461, -1.265415], [-1.747261, -1.979030, -2.385110], [-2.260968, -1.312739, -0.957467], [-5.037689, -0.279423, -2.882938], [-4.532101, 2.245816, -3.849191], [-0.957715, 0.425713, -2.583876], [-2.019012, 3.883439, -2.979266], [-2.173058, 3.288175, -4.655227], [-0.748876, 2.819230, -3.687067], [2.131409, 2.123754, -2.587195], [2.851134, 1.086900, -1.702907], [4.007002, 0.476752, -2.378242], [4.011806, -0.183365, -3.559533], [5.219513, -0.770123, -3.797084], [6.053649, -0.415776, -2.715745], [5.274857, 0.369967, -1.874851], [7.349322, -0.937958, -2.524058], [2.833945, 2.951868, -2.680795], [1.134396, 2.359956, -2.215335], [1.851768, 1.749345, -3.571935], [2.199808, 0.260142, -1.419443], [3.345655, 1.456797, -0.804722], [3.084902, -0.208847, -4.113240], [5.524064, -1.383050, -4.632525], [5.705673, 0.819715, -0.992509], [7.897253, -0.112898, -2.068933], [7.801535, -1.144293, -3.494129], [7.258699, -1.765962, -1.820998], [-0.720071, -1.209621, 6.377896], [-1.080183, -1.856996, 5.034792], [-2.099765, -1.192980, 4.351843], [-3.413119, -1.279670, 4.659848], [-4.192490, -0.767908, 3.620138], [-3.325543, -0.449359, 2.591585], [-1.991535, -0.597596, 3.094040], [-3.679625, 0.244659, 1.425521], [0.006152, -1.861819, 6.863021], [-1.526960, -1.039779, 7.090776], [-0.234379, -0.234250, 6.407332], [-1.302538, -2.916016, 5.165723], [-0.156828, -1.894030, 4.456760], [-3.741174, -1.762433, 5.568533], [-5.269260, -0.773019, 3.536772], [-1.115099, -0.284988, 2.545820], [-4.197611, -0.440625, 0.754557], [-2.787925, 0.651334, 0.948459], [-4.433834, 1.008783, 1.613651], [2.399395, 0.399054, 3.006727], [1.836304, 1.337347, 4.015904], [0.609803, 1.196894, 4.294884], [2.603803, 2.137744, 4.610485], [3.006145, -0.278581, 3.607371], [3.095310, 0.890396, 2.326749], [1.632009, -0.126462, 2.438345], [0.062726, 0.596631, 0.184081]], "forces_ev_per_a": [[1.96, 0.81, -0.59], [-0.40, -0.16, 1.10], [-2.95, 1.88, -1.63], [0.63, 1.11, -0.53], [-1.92, -1.52, 0.37], [-0.77, -0.62, 0.00], [4.09, -0.26, 0.52], [-0.45, -1.02, 0.29], [-0.83, -0.23, 0.56], [0.12, 0.29, -0.17], [0.17, -0.39, 0.32], [-0.11, -0.50, -0.76], [-0.16, -0.54, 0.71], [0.03, 0.27, -0.24], [0.10, 0.01, 0.09], [0.14, 0.52, 0.07], [0.22, 0.07, -0.01], [0.14, 0.16, -0.10], [-0.03, 0.19, -0.01], [0.51, -0.54, 0.26], [-0.34, -0.16, -0.01], [3.40, -0.40, 0.25], [-0.70, -0.65, -0.79], [-0.02, 0.79, 1.10], [-4.83, 1.36, -0.98], [0.33, -1.16, -1.48], [1.01, 0.73, 0.93], [-0.58, 0.42, -0.19], [0.44, 0.33, 0.83], [0.58, -0.35, -0.20], [-0.20, 0.16, 0.21], [-0.85, 0.50, 0.17], [0.22, -0.18, -0.18], [0.15, 0.09, 0.25], [-0.47, 0.00, 0.12], [0.53, -0.37, 0.14], [-0.07, -0.37, 0.29], [0.57, -0.23, -0.35], [0.39, 0.02, 0.97], [2.79, -0.17, 1.93], [-1.27, 2.08, -4.72], [-1.99, 0.37, -0.75], [1.63, -1.45, 1.04], [3.56, -0.24, 4.29], [-3.62, -0.99, 0.70], [-0.75, 0.57, -1.93], [-0.10, -0.20, 0.11], [-0.52, -0.60, -0.19], [0.10, 0.08, -1.24], [-0.59, 0.06, 0.12], [-0.19, 0.52, -0.35], [0.05, 0.17, -0.06], [0.20, 0.20, -0.13], [0.45, 0.04, -0.04], [0.30, -0.17, -0.29], [-0.04, 0.04, -0.12], [0.37, 0.28, 0.32], [0.67, -0.60, -0.56], [-0.74, 1.44, 1.79], [-0.44, -0.56, -0.23], [0.08, -0.48, -0.76], [0.08, -0.41, -0.12], [-0.03, 0.15, -0.08], [0.12, 0.04, 0.05], [-0.19, -0.26, -0.13]], "orbital_gap_ha": [0.100, 0.190], "s2": 0.756, "fmax_ha_per_bohr": 0.109, "spin_multiplicity": 2, "e_lumo_ev": [-0.500, -0.501]}

{"formula": "C20H36CrGeI2O2", "method": "ωB97M-V/def2-TZVPD", "species": ["Cr", "I", "C", "I", "H", "H", "C", "C", "C", "C", "C", "C", "C", "C", "C", "C", "C", "C", "O", "H", "H", "H", "H", "H", "H", "H", "H", "H", "H", "H", "H", "H", "H", "H", "H", "H", "C", "C", "C", "O", "H", "H", "H", "H", "H", "H", "C", "Ge", "C", "C", "C", "H", "H", "H", "H", "H", "H", "H", "H", "H", "H", "H"], "positions_angstrom": [[0.418440, 1.390054, -0.177328], [1.269692, 5.579977, 0.529513], [-0.819765, 5.351409, 0.195038], [-1.457876, 3.262336, -0.371361], [-1.067224, 6.053683, -0.596507], [-1.296316, 5.650313, 1.124951], [-0.309434, 0.559240, 2.574358], [0.009923, -0.932179, 2.707696], [1.394616, -1.121906, 3.332038], [-0.125806, -1.774781, 1.449302], [-0.885862, -2.939156, 1.497495], [-0.943984, -3.809193, 0.418883], [-0.202866, -3.516270, -0.715991], [0.559859, -2.355629, -0.814574], [1.413115, -2.140514, -2.051523], [1.018303, -0.936576, -2.905477], [2.905673, -2.103791, -1.713537], [0.563191, -1.464728, 0.268020], [1.241342, -0.298755, 0.194584], [-0.513344, 0.993597, 3.555721], [-1.179536, 0.747186, 1.946078], [0.549902, 1.111126, 2.178067], [-0.723763, -1.342968, 3.408932], [2.160359, -0.768990, 2.637849], [1.588761, -2.173952, 3.543918], [1.485487, -0.562688, 4.266668], [-1.429384, -3.170620, 2.407420], [-1.540554, -4.710195, 0.469388], [-0.212260, -4.204245, -1.554840], [1.242888, -3.025211, -2.673293], [1.304461, 0.005842, -2.428467], [-0.055061, -0.912794, -3.092917], [1.532381, -0.976334, -3.868870], [3.111324, -1.290656, -1.016068], [3.500850, -1.955865, -2.618591], [3.227466, -3.036161, -1.247258], [4.106996, 2.345745, 1.390415], [3.478921, 2.195437, 0.041942], [4.288887, 2.114198, -1.212280], [2.258389, 2.135302, -0.030889], [5.191673, 2.393709, 1.361575], [3.780347, 1.503331, 2.003750], [3.697338, 3.249717, 1.846496], [5.347543, 2.298428, -1.054056], [3.879903, 2.822622, -1.933270], [4.147568, 1.111572, -1.625210], [-4.858035, 1.296800, -1.309970], [-3.496142, 0.048094, -0.696940], [-3.543499, -1.580525, -1.762675], [-3.850994, -0.419705, 1.156940], [-1.769551, 0.898504, -0.952933], [-5.845372, 0.832199, -1.296072], [-4.645490, 1.626367, -2.328044], [-4.878363, 2.174412, -0.662014], [-4.419983, -2.182715, -1.515130], [-2.648648, -2.167789, -1.548599], [-3.572073, -1.352839, -2.829332], [-4.836037, -0.887772, 1.211457], [-3.851274, 0.454453, 1.809025], [-3.108206, -1.134093, 1.514362], [-1.515639, 0.824902, -2.014181], [-1.073280, 0.219018, -0.423667]], "forces_ev_per_a": [[-0.43, 0.08, -0.10], [0.05, -0.04, 0.00], [-0.01, 0.16, 0.02], [0.01, 0.36, 0.08], [-0.03, -0.01, 0.01], [-0.03, -0.01, -0.03], [0.11, 0.05, 0.06], [-0.12, -0.09, 0.04], [0.06, 0.01, -0.04], [-0.13, -0.06, 0.13], [0.05, -0.03, -0.02], [0.04, 0.08, 0.02], [0.01, 0.03, 0.00], [0.00, -0.20, -0.09], [-0.03, -0.08, -0.03], [0.02, 0.14, 0.03], [0.01, 0.01, 0.03], [0.21, 0.49, 0.06], [0.05, -0.32, -0.19], [-0.04, -0.02, -0.01], [-0.14, -0.01, -0.03], [0.02, -0.01, 0.06], [0.00, 0.02, 0.00], [0.01, 0.00, 0.01], [-0.01, 0.00, -0.01], [-0.02, 0.01, -0.02], [-0.01, -0.01, 0.00], [-0.01, 0.00, 0.00], [0.00, 0.00, 0.00], [0.02, 0.00, -0.02], [-0.02, -0.04, 0.03], [-0.04, -0.01, 0.00], [-0.01, -0.01, 0.00], [0.00, 0.02, -0.02], [-0.01, 0.00, 0.00], [-0.02, 0.00, 0.01], [-0.02, -0.02, -0.04], [-0.38, 0.00, 0.04], [-0.03, -0.01, 0.02], [0.59, 0.19, -0.02], [-0.01, 0.00, -0.02], [0.02, 0.00, 0.02], [0.02, 0.01, 0.01], [-0.01, 0.01, 0.02], [0.02, -0.01, -0.02], [0.02, 0.00, -0.01], [-0.16, 0.07, -0.04], [0.03, 0.21, -0.04], [-0.03, -0.17, -0.04], [0.01, -0.03, 0.15], [0.78, -0.04, 0.13], [-0.01, 0.04, -0.01], [-0.01, 0.01, 0.00], [-0.02, 0.01, -0.02], [0.01, 0.00, -0.03], [-0.02, -0.03, -0.03], [0.03, 0.00, 0.01], [0.02, 0.00, 0.05], [0.02, 0.01, 0.00], [-0.02, 0.01, 0.04], [0.00, -0.02, -0.07], [-0.41, -0.72, -0.11]], "orbital_gap_ha": [0.266, 0.265], "s2": 6.021, "fmax_ha_per_bohr": 0.016, "spin_multiplicity": 5, "e_lumo_ev": [0.028, -0.078]}